1.
{"formula": "CH30F3O18S", "method": "ωB97M-V with the def2-TZVPD basis set", "symbols": ["C", "F", "F", "F", "S", "O", "O", "O", "O", "H", "H", "O", "H", "H", "O", "H", "H", "O", "H", "H", "O", "H", "H", "O", "H", "H", "O", "H", "H", "O", "H", "H", "O", "H", "H", "O", "H", "H", "O", "H", "H", "O", "H", "H", "O", "H", "H", "O", "H", "H", "O", "H", "H"], "coordinates": [[-12.6946, 3.0436, -8.6751], [-13.2892, 3.6592, -7.6600], [-12.0850, 3.9022, -9.4891], [-11.7841, 2.1911, -8.2014], [-13.9982, 2.0580, -9.5887], [-15.0310, 2.9882, -9.9857], [-13.3390, 1.4707, -10.7530], [-14.3801, 1.1221, -8.5588], [-16.2867, -1.6129, -8.2724], [-17.2479, -1.6060, -8.2096], [-16.0997, -1.2965, -9.1763], [-9.9532, 3.1366, -11.3174], [-10.4579, 3.4976, -12.0512], [-10.5767, 3.1223, -10.5823], [-17.3879, 1.2243, -9.0851], [-16.7320, 0.7965, -8.5100], [-18.0449, 1.6017, -8.4855], [-14.7189, -0.3626, -6.1679], [-14.4612, -0.0002, -7.0322], [-15.4554, -0.9369, -6.3901], [-17.7723, 4.0239, -8.1893], [-17.1110, 3.3824, -8.4872], [-17.2975, 4.5898, -7.5719], [-14.3191, 5.1373, -4.8932], [-13.6812, 4.6352, -5.4193], [-13.8478, 5.3470, -4.0821], [-11.5686, 4.6344, -5.6730], [-10.7816, 4.1082, -5.8352], [-11.2384, 5.4812, -5.3506], [-9.3210, 3.9365, -8.3142], [-9.3429, 3.8531, -7.3589], [-8.9369, 3.1075, -8.6254], [-15.2574, 5.7812, -9.9665], [-14.8952, 6.0185, -9.1038], [-15.2441, 4.8032, -9.9740], [-15.7486, -0.5154, -10.9874], [-15.4903, 0.4081, -11.1403], [-16.5573, -0.6249, -11.4986], [-13.6205, 6.7739, -7.6735], [-13.1781, 6.3263, -6.9429], [-13.1829, 7.6266, -7.7555], [-17.5006, 2.9757, -11.5707], [-17.5275, 2.2220, -10.9651], [-17.7486, 3.7223, -11.0118], [-12.6568, -1.1993, -9.4801], [-12.5813, -2.0126, -9.9876], [-13.0371, -0.5595, -10.0976], [-11.5257, 0.8618, -12.7701], [-12.0456, 1.0530, -11.9678], [-11.3036, 1.7278, -13.1144], [-15.0379, 2.2609, -12.8976], [-15.6565, 2.8184, -12.3870], [-14.2705, 2.1394, -12.3153]], "nbo_charge": [0.72, -0.32, -0.32, -0.32, 2.37, -1.01, -1.06, -1.01, -0.98, 0.46, 0.51, -0.95, 0.46, 0.48, -0.98, 0.51, 0.48, -0.98, 0.50, 0.47, -0.97, 0.49, 0.48, -0.95, 0.49, 0.46, -0.94, 0.47, 0.47, -0.93, 0.45, 0.48, -0.99, 0.48, 0.49, -0.96, 0.50, 0.47, -0.95, 0.48, 0.47, -0.97, 0.49, 0.48, -0.95, 0.46, 0.49, -0.96, 0.49, 0.45, -0.99, 0.50, 0.48], "gap_ev": 9.2528, "e_tot_ev": -57370.9350, "max_force_ev_per_a": 1.7, "relative_energy_kcal_mol": 17.1, "e_homo_ev": -7.6130, "total_charge": -1}

=====

2.
{"formula": "C34H37F6N3O4", "method": "ωB97M-V with the def2-TZVPD basis set", "symbols": ["C", "N", "C", "C", "C", "C", "C", "C", "C", "C", "O", "O", "C", "C", "C", "O", "C", "O", "C", "C", "H", "H", "H", "H", "H", "H", "H", "H", "H", "H", "H", "H", "H", "H", "H", "H", "H", "H", "C", "N", "C", "C", "F", "F", "F", "C", "C", "C", "C", "C", "C", "C", "C", "C", "N", "C", "C", "C", "F", "F", "F", "C", "C", "C", "C", "H", "H", "H", "H", "H", "H", "H", "H", "H", "H", "H", "H", "H", "H", "H", "H", "H", "H", "H"], "coordinates": [[-1.6450, 6.3881, 4.3470], [-0.7071, 5.3300, 4.6791], [0.4054, 5.7258, 5.5150], [-0.5307, 4.2478, 3.8247], [-0.5290, 4.4096, 2.4225], [-0.2408, 3.3163, 1.6133], [-0.1040, 2.0397, 2.1787], [0.1402, 0.8320, 1.2872], [-1.1349, 0.1076, 0.9328], [-1.9763, -0.1924, 2.1238], [-1.5271, -0.7596, 3.1044], [-3.2866, 0.2121, 2.0984], [-4.0061, 0.0301, 0.8433], [-4.2963, -1.4374, 0.5976], [-5.2409, 0.9176, 0.8986], [-3.2065, 0.5671, -0.2372], [-1.8895, 0.8958, -0.0634], [-1.4054, 1.7562, -0.7756], [-0.2110, 1.8665, 3.5652], [-0.3659, 2.9584, 4.3951], [-2.5789, 5.9405, 3.9834], [-1.8484, 6.9476, 5.2662], [-1.2530, 7.0794, 3.5819], [0.9932, 4.8443, 5.7992], [1.0721, 6.4419, 4.9970], [-0.0029, 6.2090, 6.4094], [-0.6977, 5.4046, 1.9948], [-0.1900, 3.4343, 0.5281], [0.6330, 1.1265, 0.3520], [0.7761, 0.1163, 1.8156], [-3.3793, -2.0336, 0.6257], [-4.9878, -1.8092, 1.3615], [-4.7736, -1.5509, -0.3816], [-4.9100, 1.9478, 1.0663], [-5.7760, 0.8695, -0.0532], [-5.8902, 0.5905, 1.7113], [-0.2385, 0.8583, 3.9858], [-0.4476, 2.8492, 5.4820], [-0.2161, -0.7550, -6.7163], [-1.2245, -0.5927, -5.6855], [-2.5219, -0.0933, -6.1353], [-2.5977, 1.3927, -5.9258], [-3.7469, 1.9542, -6.3957], [-2.4987, 1.7020, -4.5877], [-1.5321, 2.0076, -6.5514], [-0.9428, -0.8050, -4.3736], [-1.9702, -0.8885, -3.3939], [-1.6401, -1.0883, -2.0775], [-0.2991, -1.1927, -1.6158], [-0.0729, -1.4335, -0.2339], [1.0140, -2.2043, 0.2414], [1.5462, -2.1514, 1.5746], [2.8567, -2.5076, 1.8027], [3.5765, -3.2455, 0.8193], [4.8803, -3.6237, 0.9929], [5.6254, -3.1822, 2.1539], [5.3756, -4.8719, 0.3939], [6.3382, -4.6160, -0.7269], [7.0212, -5.7386, -1.1216], [5.6854, -4.1170, -1.8421], [7.2672, -3.6610, -0.3759], [2.9366, -3.5495, -0.4097], [1.6737, -3.0963, -0.6532], [0.7207, -1.0751, -2.6155], [0.4098, -0.9343, -3.9517], [0.3592, -1.6783, -6.5387], [-0.7316, -0.8089, -7.6846], [0.4918, 0.0970, -6.7297], [-2.6000, -0.2849, -7.2160], [-3.3443, -0.5688, -5.5815], [-3.0242, -0.7978, -3.6585], [-2.4638, -1.2756, -1.3909], [-0.9570, -1.2469, 0.4904], [0.9351, -1.7854, 2.4064], [3.3509, -2.2167, 2.7354], [5.3164, -2.1569, 2.3940], [5.4531, -3.8405, 3.0315], [6.7007, -3.2032, 1.9076], [5.9396, -5.4398, 1.1521], [4.5457, -5.4598, -0.0142], [3.4793, -4.0940, -1.1792], [1.1685, -3.3809, -1.5706], [1.7678, -1.1109, -2.3180], [1.2053, -0.8581, -4.7013]], "lowdin_charge": [-0.09, -0.25, -0.08, -0.26, -0.01, -0.03, -0.19, -0.10, -0.15, -0.42, 0.11, 0.08, -0.51, 0.02, 0.02, 0.04, -0.44, 0.12, -0.04, -0.01, 0.09, 0.08, 0.08, 0.08, 0.09, 0.08, 0.11, 0.11, 0.14, 0.09, 0.09, 0.10, 0.10, 0.10, 0.10, 0.09, 0.11, 0.12, -0.05, -0.13, -0.05, -0.52, 0.13, 0.12, 0.11, -0.21, 0.01, 0.00, -0.20, 0.02, -0.18, -0.01, -0.01, -0.22, -0.14, -0.06, -0.05, -0.52, 0.11, 0.09, 0.10, -0.02, -0.04, 0.00, 0.00, 0.10, 0.09, 0.10, 0.14, 0.13, 0.11, 0.11, 0.10, 0.11, 0.10, 0.09, 0.10, 0.09, 0.15, 0.14, 0.10, 0.12, 0.12, 0.10], "gap_ev": 5.2112, "e_tot_ev": -64820.3380, "max_force_ev_per_a": 4.4, "relative_energy_kcal_mol": 19.3, "e_homo_ev": -6.3632}

=====

3.
{"formula": "C5H10O", "method": "ωB97M-V with the def2-TZVPD basis set", "symbols": ["C", "C", "C", "C", "C", "H", "H", "H", "H", "H", "H", "H", "H", "H", "H", "O"], "coordinates": [[2.3262, -0.3550, 0.1494], [0.1940, 0.4187, -0.7196], [-0.3426, 1.1042, 0.4693], [-1.2245, 0.3117, -0.4436], [-1.9212, -0.9387, 0.1352], [2.0514, 0.0458, 1.1837], [2.9740, 0.4631, -0.4257], [2.7856, -1.3216, 0.2314], [0.5658, 1.1163, -1.4536], [-0.4076, 2.2089, 0.3765], [-0.0520, 0.6766, 1.4418], [-1.8395, 0.8742, -1.1804], [-1.0581, -1.4359, 0.6842], [-2.8119, -0.7702, 0.6772], [-2.2975, -1.7510, -0.6463], [1.0581, -0.6470, -0.4794]], "nbo_charge": [-0.25, 0.08, -0.46, -0.24, -0.61, 0.17, 0.17, 0.20, 0.18, 0.22, 0.22, 0.22, 0.22, 0.21, 0.21, -0.54], "smiles": "CO[C@@H]1C[C@@H]1C", "gap_ev": 10.4873, "e_tot_ev": -7392.3865, "max_force_ev_per_a": 4.0, "relative_energy_kcal_mol": 54.9, "e_homo_ev": -9.3710}

=====

4.
{"formula": "C7H11BrFN2", "method": "ωB97M-V with the def2-TZVPD basis set", "symbols": ["C", "C", "C", "C", "C", "C", "C", "N", "N", "F", "Br", "H", "H", "H", "H", "H", "H", "H", "H", "H", "H", "H"], "coordinates": [[-0.5887, -1.4644, -2.0380], [-1.2619, -1.8080, -0.8739], [0.0906, -0.1481, -0.3985], [2.2674, 0.9957, -0.1067], [-0.0620, 2.1276, 0.7138], [-1.4366, -1.2711, 1.4183], [0.8309, 0.9213, 0.3357], [-0.7705, -1.0328, 0.1286], [0.2692, -0.4218, -1.6872], [0.9836, 0.2882, 1.6299], [-2.6842, -3.0644, -0.7940], [-0.5294, -1.7818, -3.0624], [2.7096, 1.6391, 0.7498], [2.2295, 1.5464, -1.0040], [2.7311, 0.0999, -0.2393], [0.4485, 2.9662, 1.3187], [-0.9456, 1.9233, 1.2176], [-0.4138, 2.4712, -0.2804], [-1.1771, -2.2108, 1.6544], [-1.2014, -0.5414, 2.3070], [-2.4657, -1.2036, 1.3220], [0.9764, -0.0309, -2.3113]], "nbo_charge": [-0.07, 0.05, 0.41, -0.62, -0.63, -0.40, 0.33, -0.30, -0.46, -0.39, 0.20, 0.26, 0.27, 0.21, 0.23, 0.26, 0.24, 0.22, 0.23, 0.27, 0.23, 0.46], "smiles": "Cn1c(Br)c[nH+]c1C(C)(C)F", "gap_ev": 10.4385, "e_tot_ev": -83169.9870, "max_force_ev_per_a": 5.5, "relative_energy_kcal_mol": 9.5, "e_homo_ev": -13.5205, "total_charge": 1}

=====

5.
{"formula": "C22H24N4O3SSn", "method": "ωB97M-V with the def2-TZVPD basis set", "symbols": ["C", "C", "H", "H", "C", "C", "H", "H", "C", "H", "H", "H", "C", "H", "H", "H", "Sn", "O", "C", "O", "C", "O", "N", "C", "C", "H", "H", "H", "H", "C", "C", "H", "H", "H", "N", "C", "C", "C", "C", "C", "C", "N", "C", "C", "C", "S", "C", "N", "H", "H", "H", "H", "H", "H", "H"], "coordinates": [[-0.7594, -2.4451, -4.8594], [-1.4566, -1.2270, -5.0726], [-1.2244, -3.1961, -4.1249], [0.3543, -2.5086, -4.7200], [-1.8795, 0.0950, -4.6742], [-1.9625, 1.0489, -3.6021], [-1.9212, 0.5193, -2.6438], [-1.0108, 1.5510, -3.5664], [-1.9607, -1.7796, -6.4126], [-1.6154, -2.8445, -6.5694], [-1.5513, -1.1751, -7.2373], [-3.0623, -1.7859, -6.4094], [-2.5380, 0.8654, -5.7809], [-3.5311, 0.4163, -6.0027], [-1.9280, 0.9608, -6.7047], [-2.7148, 1.8830, -5.3647], [-0.6851, 0.3963, 1.7815], [0.0335, -0.4076, -0.0798], [0.9836, -0.1051, -0.8924], [1.1602, 1.5770, 1.3683], [1.6099, 1.8548, 0.3108], [2.4816, 2.8593, 0.1239], [1.3742, 1.2220, -0.9202], [2.8934, 2.9004, -1.3131], [2.0276, 1.9173, -2.0341], [3.9382, 2.5978, -1.3489], [2.7615, 3.9286, -1.6407], [2.5822, 1.2132, -2.6545], [1.2747, 2.4338, -2.6491], [1.2913, -1.1786, -1.8770], [0.3089, -2.1300, -1.5134], [1.2351, -0.6824, -2.7639], [-0.7429, -1.8010, -1.7998], [0.3220, -3.1062, -1.9794], [0.5382, -0.9087, 5.7474], [0.1257, 0.3721, 6.1784], [-0.0176, 0.8979, 7.4541], [-0.5273, 2.2022, 7.5445], [-0.8475, 2.9454, 6.3929], [-0.6945, 2.3953, 5.1114], [-0.2185, 1.0872, 5.0291], [-0.0293, 0.2564, 3.9341], [0.4167, -0.9305, 4.3814], [0.6971, -2.0223, 3.4776], [1.2901, -3.2407, 3.7349], [1.5022, -4.0909, 2.2418], [0.7708, -2.8043, 1.3924], [0.3776, -1.7921, 2.1527], [0.8390, -1.6749, 6.3002], [0.2634, 0.2943, 8.3152], [-0.6793, 2.6589, 8.5257], [-1.2198, 3.9649, 6.5012], [-0.9228, 2.9290, 4.1887], [1.5785, -3.5782, 4.7196], [0.6690, -2.8283, 0.3034]], "nbo_charge": [0.03, -0.17, 0.27, 0.27, 0.06, -0.27, 0.20, 0.21, -0.59, 0.29, 0.29, 0.28, -0.66, 0.25, 0.24, 0.25, 1.44, -0.83, 0.61, -0.66, 0.95, -0.44, -0.48, -0.08, -0.24, 0.22, 0.23, 0.24, 0.21, -0.56, -0.33, 0.20, 0.14, 0.16, -0.50, 0.17, -0.23, -0.18, -0.19, -0.21, 0.08, -0.61, 0.41, 0.04, -0.38, 0.57, -0.10, -0.52, 0.43, 0.24, 0.24, 0.24, 0.23, 0.27, 0.27], "gap_ev": [4.8905, 4.4438], "e_tot_ev": -51948.6877, "max_force_ev_per_a": 6.5, "relative_energy_kcal_mol": 175.4, "e_homo_ev": [-12.8608, -12.4683], "total_charge": 2}

=====

6.
{"formula": "C31H32N3O2", "method": "ωB97M-V with the def2-TZVPD basis set", "symbols": ["O", "C", "C", "C", "C", "C", "C", "C", "C", "O", "N", "C", "C", "C", "C", "C", "N", "H", "H", "H", "H", "H", "H", "H", "H", "H", "H", "H", "H", "H", "H", "C", "C", "N", "C", "C", "C", "C", "C", "C", "C", "C", "C", "C", "C", "C", "C", "C", "C", "C", "H", "H", "H", "H", "H", "H", "H", "H", "H", "H", "H", "H", "H", "H", "H", "H", "H", "H"], "coordinates": [[3.3114, -1.9237, -0.7874], [3.9239, -0.9234, -1.1485], [5.3016, -0.7821, -1.6914], [5.5032, 0.5366, -2.0657], [6.6760, 0.9426, -2.6889], [7.6845, -0.0165, -2.8958], [7.4869, -1.3541, -2.5023], [6.2732, -1.7539, -1.9110], [4.2750, 1.3153, -1.7685], [4.0186, 2.4888, -1.9971], [3.4002, 0.3849, -1.1683], [2.0419, 0.7415, -0.7151], [0.9466, 0.1686, -1.6035], [-0.1869, 1.1068, -2.0169], [-1.2913, 0.1005, -2.4206], [-0.8043, -1.2807, -1.9374], [0.2157, -0.9336, -0.9504], [6.7838, 1.9793, -3.0028], [8.6263, 0.2726, -3.3719], [8.2851, -2.0832, -2.6696], [6.0737, -2.7881, -1.6233], [1.9001, 0.3336, 0.2949], [2.0131, 1.8329, -0.6812], [1.3923, -0.3563, -2.4883], [-0.4965, 1.6577, -1.1157], [0.1083, 1.8529, -2.7634], [-2.2158, 0.3157, -1.8754], [-1.4410, 0.0841, -3.5074], [-1.5451, -1.9642, -1.5264], [-0.2888, -1.7805, -2.7730], [0.8718, -1.7173, -0.7911], [0.9320, 1.7985, 2.1487], [-0.4403, 1.8070, 1.6129], [-1.2228, 2.9236, 1.7205], [-0.7580, 4.2469, 2.1032], [-2.5295, 2.6422, 1.3247], [-2.5640, 1.2840, 0.9173], [-3.7886, 0.7321, 0.5508], [-4.9361, 1.5415, 0.5870], [-4.8663, 2.9020, 0.9644], [-3.6396, 3.4826, 1.3032], [-1.2005, 0.7491, 1.0353], [-0.8036, -0.6053, 0.8654], [-1.7951, -1.6287, 1.2603], [-2.7690, -1.4884, 2.3010], [-3.6807, -2.5114, 2.5618], [-3.6151, -3.7429, 1.8926], [-4.6588, -4.7986, 2.1430], [-2.5630, -3.9265, 0.9927], [-1.6377, -2.9233, 0.7407], [1.3013, 0.7814, 2.3120], [1.5863, 2.3052, 1.4257], [0.9999, 2.3352, 3.1065], [-1.6208, 4.9118, 2.1514], [-0.2692, 4.2193, 3.0831], [-0.0527, 4.6550, 1.3655], [-3.8373, -0.3123, 0.2508], [-5.9096, 1.1258, 0.3131], [-5.7837, 3.5088, 0.9973], [-3.5587, 4.5402, 1.5376], [0.2269, -0.8719, 1.1952], [-2.8263, -0.5808, 2.9242], [-4.4877, -2.3504, 3.2800], [-4.4651, -5.6964, 1.5519], [-4.7054, -5.1108, 3.1939], [-5.6593, -4.4392, 1.8814], [-2.4706, -4.8629, 0.4568], [-0.7751, -3.0990, 0.1113]], "nbo_charge": [-0.59, 0.69, -0.08, -0.15, -0.15, -0.18, -0.18, -0.18, 0.69, -0.54, -0.48, -0.23, -0.06, -0.41, -0.43, -0.23, -0.49, 0.24, 0.23, 0.23, 0.24, 0.21, 0.25, 0.21, 0.21, 0.24, 0.23, 0.23, 0.23, 0.20, 0.42, -0.68, 0.32, -0.33, -0.42, 0.20, -0.11, -0.14, -0.23, -0.19, -0.26, -0.25, 0.08, -0.07, -0.17, -0.22, 0.03, -0.64, -0.21, -0.19, 0.24, 0.24, 0.25, 0.23, 0.22, 0.22, 0.22, 0.23, 0.23, 0.23, 0.22, 0.23, 0.23, 0.22, 0.24, 0.23, 0.22, 0.20], "gap_ev": 7.4723, "e_tot_ev": -41226.2626, "max_force_ev_per_a": 2.9, "relative_energy_kcal_mol": 10.8, "e_homo_ev": -10.9542, "total_charge": 1}